(1)
The following is a DFT calculation (wB97M-V/def2-TZVPD) of a molecular structure, C20H34AgF6O22PS4.

```
! RIJCOSX wB97M-V def2-TZVPD def2/J DEFGRID3
* xyz 0 1
Ag 3.57488 -0.80690 0.77614
S 1.89847 -1.59628 6.11094
S 1.04590 7.06586 -1.33034
S -1.43147 -4.60032 -3.27425
S -3.21316 1.17476 -4.08643
P 1.04548 1.42712 -0.08510
F 2.37163 2.32926 0.20522
F 0.71511 2.36910 -1.36336
F -0.25193 0.49442 -0.50133
F 0.07801 2.37277 0.82734
F 1.35809 0.55067 1.21870
F 1.99862 0.51036 -1.03760
O 0.03814 5.83655 -1.56197
O -2.64794 -5.22427 -2.87431
O 1.83556 -1.47783 7.53076
O 0.26856 8.23327 -1.01916
O 3.39712 -2.67946 -3.20759
O 1.64422 -0.16423 5.34380
O 3.02594 -2.16536 5.42542
O -2.75016 0.11879 3.32647
O -4.62290 1.02621 2.51125
O -2.02190 0.35788 -4.06238
O 4.16982 -1.93175 -1.27389
O -2.78698 2.61006 -3.58944
O 1.59750 6.39063 0.04634
O 2.02227 7.16333 -2.35701
O 0.49552 -2.23040 5.50193
O 0.93167 -4.19939 0.92280
O -1.66951 -3.01630 -3.46607
O 1.87523 -2.33351 1.61610
O -0.44330 -4.32928 -1.99504
O -0.69890 -5.10162 -4.41512
O -3.96141 1.18146 -5.29135
O -4.12645 0.87657 -2.80759
C 0.63799 -5.48884 1.49005
C 3.40243 -2.31113 -4.60159
C -5.05849 2.30278 2.04344
C 0.67047 -0.19171 4.29834
C 3.93458 -1.75617 -2.44379
C 1.55453 -4.22704 3.14942
C -3.95856 3.23325 2.58131
C -2.74845 2.35284 2.33496
C 4.14628 -0.45132 -3.27857
C 1.38061 -3.40862 1.89678
C 4.28797 -1.04332 -4.69967
C -2.63103 2.68213 -2.18826
C -0.50170 -2.27061 -3.10777
C 1.61699 -5.64430 2.60234
C 0.61995 5.48966 0.58582
C -3.29709 1.00396 2.72753
C -3.69475 1.66228 -1.68004
C 0.42444 -3.26592 -2.39585
C -0.60237 5.41877 -0.33164
C -0.28869 -1.21820 4.90473
H -4.57098 2.17232 -1.28537
H 3.86909 -0.43964 -5.50056
H -2.53582 2.22643 1.26847
H -4.18511 3.50055 3.60963
H 3.92626 -3.03021 -5.22552
H 1.08798 4.50803 0.54624
H -1.84504 2.56968 2.89625
H 3.31877 0.23727 -3.11785
H -0.39605 -5.46859 1.85223
H 0.84018 -4.03055 3.94880
H 0.23333 0.79905 4.23227
H 0.83266 -2.84699 -1.48043
H -5.20199 2.32901 0.96313
H 0.38756 5.64437 1.63854
H 5.35219 -1.23414 -4.81211
H -2.83370 3.69615 -1.84174
H -0.04331 -1.84122 -3.99787
H 1.16063 -3.65125 -3.09723
H 5.06810 -0.02234 -2.89086
H 2.56157 -5.79925 2.07285
H -1.01054 -0.86758 5.64731
H -3.85183 4.11433 1.94532
H -5.99253 2.53351 2.55353
H -1.61158 2.52053 -1.83373
H -0.70410 -1.43002 -2.44616
H 2.51667 -3.98489 3.60706
H -1.37972 6.18439 -0.29101
H 2.39719 -2.07702 -4.93735
H -1.01171 4.41851 -0.42351
H 0.67853 -6.24376 0.70661
H 1.12399 -0.56189 3.38097
H -0.96994 -1.65701 4.17148
H -3.31694 0.95953 -0.93933
H 1.44937 -6.32798 3.42855
*
```

Properties
LUMO energy	-1.37	eV
Kohn-Sham gap	9.45	eV

=====

(2)
The following is a DFT calculation (wB97M-V/def2-TZVPD) of a gas-phase ion, C20H34BBrN8O2P (charge +1).

```
! RIJCOSX wB97M-V def2-TZVPD def2/J DEFGRID3
* xyz 1 1
Br -0.72879 -1.23712 -4.58316
P 3.35997 1.05523 -1.56807
O -1.36215 2.64452 2.40594
O 1.42788 3.44125 -0.02515
N -3.78557 -1.93554 -3.18246
N 1.37257 1.50099 1.41401
N 0.66188 1.29219 -1.02387
N -2.26465 -2.18826 -1.40140
N -4.20797 -0.99861 -0.99921
N 2.09672 -0.61400 -3.81233
N 3.79813 2.28085 -2.42880
N -2.28529 0.74641 3.29067
C -1.15320 0.34043 -2.25691
C -3.20271 -1.27626 -2.02500
C 0.68890 0.36751 5.47905
C 2.18551 -2.68847 -2.34741
C 2.44552 2.09278 2.24561
C -2.18909 1.02585 0.83944
C -1.20002 0.15096 4.01654
C 1.18578 -0.06683 -2.90883
C -1.89110 1.57894 2.22553
C 0.90767 -1.00489 5.40937
C 0.06365 -1.80001 4.64332
C -0.37133 0.95000 4.79748
C 1.41664 0.03023 1.43451
C -1.58748 1.90208 -0.27261
C -0.98842 -1.22168 3.94429
C 2.44702 -2.05386 -3.69956
C 1.58358 0.70151 -1.82781
C -2.62185 0.13673 -2.44694
C -0.20571 -0.23640 -3.09721
C -0.67524 1.15669 -1.21449
B 1.18385 2.12209 0.17226
H 2.91006 -0.02286 -3.90735
H 1.11893 -2.76936 -2.13084
H -1.10149 2.77198 0.16678
H -0.56208 2.01233 4.86545
H 2.36314 -0.35596 1.03534
H -1.60780 -2.57972 -2.06147
H 1.33990 0.99348 6.07506
H 1.21194 3.77943 -0.90038
H -4.34714 -1.83689 -0.44935
H 2.69116 -2.18224 -1.52332
H 0.21388 -2.86937 4.58886
H -5.08247 -0.75046 -1.44344
H -2.89839 0.01233 2.95456
H -2.86004 0.33014 -3.49474
H 4.57147 2.06952 -3.04956
H -1.78997 -1.79825 -0.59976
H -2.40470 2.28581 -0.88261
H -3.27033 0.95443 0.71790
H 3.49493 -2.14526 -3.97969
H 1.29817 -0.32378 2.45757
H -3.62145 -1.45955 -4.05486
H 3.97200 -0.18240 -1.80721
H 3.06966 1.29134 2.64058
H 3.08039 2.76184 1.66812
H 1.73244 -1.44944 5.94949
H 1.87526 -2.59554 -4.45408
H -1.65863 -1.83183 3.34834
H 2.02796 2.63870 3.08916
H -3.50810 -2.90365 -3.25541
H 3.44115 1.20020 -0.17190
H -3.18079 0.85521 -1.86157
H 0.60939 -0.39076 0.83699
H -1.80775 0.00252 0.80668
H 2.57460 -3.70723 -2.37013
*
```

Properties
LUMO energy	-4.01	eV
Kohn-Sham gap	7.22	eV
SMILES string	CCNc1c(Br)c(CC(N)(N)N)c(CCC(=O)Nc2ccccc2)[n+](B(O)N(C)C)c1[PH2]=N

=====

(3)
The following is a DFT calculation (wB97M-V/def2-TZVPD) of a molecular structure, C20H34Br3CsF17LiN3Na2O12P2S2.

```
! RIJCOSX wB97M-V def2-TZVPD def2/J DEFGRID3
* xyz 1 1
Cs 9.87489 7.08048 0.60538
Br 5.51223 -0.22822 2.14617
Br 6.86485 -2.42163 0.13424
Br -0.20276 0.24957 0.64724
S 9.63306 6.23649 4.02143
S 7.31253 5.21847 3.41390
P 2.17909 0.69739 3.14171
P -2.64979 2.66892 -1.06590
Na 4.27214 2.34091 4.04027
Na -1.31992 -0.05547 -6.10300
F -10.37916 -0.27144 -6.81742
F -1.57792 1.77683 -1.94296
F -1.32895 3.63584 -1.04070
F -2.61633 2.82113 0.56547
F -10.14861 -2.21303 -4.88470
F -3.50074 4.06045 -1.04729
F -12.86611 -2.60816 -4.72235
F -9.71157 0.29671 -8.78780
F -10.35746 -2.34907 -8.80085
F -3.19711 -0.55712 -2.84741
F 7.88359 5.24126 1.90580
F -10.63929 -4.25878 -4.46579
F -8.23718 -1.96355 -9.05206
F -12.34668 -2.24613 -6.79658
F -3.62963 2.46147 -2.37432
F -3.22878 1.20801 -0.58771
F 10.07985 7.57628 4.71715
O -5.18947 0.32998 -5.48588
O 3.23886 0.48039 4.48798
O -5.17552 -1.58836 -6.66053
O 3.44858 3.66550 5.08881
O 2.68513 -3.30365 1.88476
O 5.92479 5.48656 3.19017
O 5.66462 6.21304 7.13830
O 7.61520 3.87781 3.84096
O -3.90855 -1.38713 -4.80336
O -9.95312 -3.77469 -6.49557
O 10.24923 6.40537 2.70621
O 10.26475 5.26110 4.89103
N 1.39587 -0.79956 0.84550
N 1.82856 -4.46985 0.05042
N 8.08365 6.40575 4.11756
C 5.67227 -3.53361 2.48612
C -10.71403 -3.30690 -5.41581
C 0.53482 1.10606 3.96888
C -12.19078 -3.10964 -5.77956
C -4.62062 0.70697 -4.22269
C 3.58830 6.40337 8.23018
C 1.49300 -5.79098 0.60026
C -3.45620 -0.23205 -4.11984
C 3.05259 -1.97856 2.25037
C 1.29012 -2.12038 0.12590
C -4.80205 -0.94292 -5.73914
C 5.19398 -2.89080 1.13588
C 4.31141 -1.58715 1.36483
C 1.85393 -0.94677 2.25505
C 2.59612 -6.41380 1.53349
C 1.55284 -3.38612 1.00672
C -8.89424 -2.97895 -7.05990
C -9.40240 -0.46940 -7.71307
C -9.25452 -1.93302 -8.14493
C 4.34751 6.13029 6.90715
Li 12.04383 4.88468 4.08138
H 3.95472 5.15129 6.54745
H -8.46486 -0.09264 -7.29247
H -12.64446 -4.05883 -6.07031
H 2.46607 -7.49653 1.71885
H -5.35075 0.54960 -3.42784
H 3.91203 6.83157 6.16163
H 1.01495 -1.44356 2.81282
H 2.81750 -4.40017 -0.18076
H 4.91407 -4.29327 2.80475
H 6.62198 -4.08682 2.35127
H 3.84774 5.67414 9.00193
H 0.51922 -5.83324 1.12577
H 2.55695 -5.86956 2.50850
H -4.32038 1.75267 -4.21956
H 1.96468 -2.09127 -0.75606
H 3.17523 2.76786 4.95791
H 3.79971 7.40440 8.61463
H 0.67079 1.83143 4.79888
H -2.53625 0.13508 -4.59744
H -0.21588 1.47865 3.24700
H 0.16114 0.15236 4.42411
H 0.25759 -2.18518 -0.28298
H 2.50494 6.33560 8.06327
H 3.23485 -0.43345 4.79797
H 4.02870 -1.25522 0.33474
H -8.27317 -3.71565 -7.57160
H 3.41909 -2.03462 3.30525
H 5.73288 -2.80210 3.31783
H 0.62875 -3.66492 1.56592
H 4.68956 -3.63495 0.49718
H 3.59311 -6.18382 1.08794
H 2.12562 -0.25550 0.36388
H -8.25051 -2.56350 -6.28427
H 1.40172 -6.48005 -0.27577
*
```

Properties
LUMO energy	-4.32	eV
Kohn-Sham gap	1.06	eV

=====

(4)
The following is a DFT calculation (wB97M-V/def2-TZVPD) of a molecular structure, C20H34ClFN3NiO4.

```
! RIJCOSX wB97M-V def2-TZVPD def2/J DEFGRID3
* xyz -1 3
Ni -0.36368 -0.43363 0.60921
Cl 0.56841 -0.38528 2.62210
F 0.84792 -1.72782 -0.28337
O -1.93853 -1.95644 1.41122
O -1.84035 1.02164 0.86593
O -1.83042 -0.91711 -1.28543
O 0.27517 0.99041 -1.26411
N -0.50946 -1.93039 -2.84909
N -2.03910 -3.01245 3.46022
N -3.18545 2.63141 -0.04586
C 0.39624 -1.78115 -3.97246
C 2.80345 1.43253 1.11165
C 2.68663 -0.47662 -1.63798
C 0.83770 2.95653 1.17190
C -3.69842 3.06547 1.24584
C -3.74950 3.25748 -1.23450
C -2.31284 1.61926 -0.13255
C 1.70611 1.93197 0.51960
C -1.19153 -0.88752 -2.35315
C 2.59471 0.90521 -1.66241
C 4.75846 -0.33069 -2.89382
C -0.64458 -3.24822 -2.25781
C -1.29866 -3.59579 4.56999
C 1.41111 1.63357 -1.01654
C 3.74798 -1.10401 -2.30008
C 4.68866 1.07355 -2.85193
C 3.58274 1.68441 -2.26248
C -3.47711 -2.89026 3.62403
C 3.25310 1.70480 2.51491
C -1.41370 -2.57372 2.35931
H 2.59161 2.41827 3.02530
H 0.30298 3.54195 0.41418
H -2.03423 1.36714 -1.16122
H 0.32327 -3.59013 -1.86997
H -3.57688 4.33931 -1.20916
H 5.59965 -0.81076 -3.38327
H 3.46625 2.77252 -2.21930
H 3.24561 0.76157 3.08138
H 3.78285 -2.19459 -2.33831
H 5.47842 1.69064 -3.28017
H 0.10474 2.46371 1.82384
H 1.88921 -1.07753 -1.07615
H -4.74003 2.74039 1.37173
H 0.56979 -0.71309 -4.14201
H -1.56919 -4.65066 4.70477
H 1.41974 3.66148 1.79030
H -1.37777 -3.20004 -1.44775
H -3.88240 -2.26885 2.82481
H -0.32990 -2.76781 2.36945
H 1.35000 -2.28086 -3.76363
H -0.23289 -3.51225 4.34136
H -3.26184 2.82812 -2.11146
H -0.97551 -3.95489 -3.03346
H -0.04008 -2.22433 -4.87937
H 3.46291 0.74550 0.57296
H -3.69039 -2.44555 4.60422
H -3.94633 -3.88281 3.60350
H -4.82989 3.07874 -1.29055
H -1.12181 0.02481 -2.98159
H 4.28523 2.09635 2.54282
H -3.08210 2.65129 2.04653
H -3.68306 4.16119 1.27578
H 1.35817 2.63678 -1.49001
H -1.52121 -3.06274 5.50211
*
```

Properties
LUMO energy (spin up / spin down)	2.69 / 2.69	eV
Kohn-Sham gap (spin up / spin down)	6.65 / 6.62	eV

=====

(5)
The following is a DFT calculation (wB97M-V/def2-TZVPD) of a molecular structure, C20H34ClMoP.

```
! RIJCOSX wB97M-V def2-TZVPD def2/J DEFGRID3
* xyz 2 3
Mo 0.02265 0.37921 0.62520
Cl 0.18994 0.28225 -1.66719
P 1.09236 -1.86681 1.09015
C 0.56542 2.73491 0.96005
C -2.27676 0.94805 0.87244
C -1.96648 -1.10012 1.92742
C -2.27762 4.02811 -3.56673
C 3.56745 -3.38435 0.70218
C 1.49575 2.28069 -0.03333
C -2.39562 -0.11071 -0.09978
C 0.95779 -2.31050 2.87855
C 0.34468 -3.29987 0.19016
C -1.88066 0.32669 2.13437
C 0.69209 1.88929 2.13293
C -3.11834 2.95254 -4.19273
C -0.87519 4.20631 -4.05637
C 1.65650 -3.56003 3.41097
C 2.15013 1.09181 0.46538
C 1.73125 0.90042 1.85076
C 2.87124 -2.02651 0.74723
C -2.21555 -1.35977 0.55375
C 0.43403 -3.21221 -1.34799
C -2.65848 4.56103 -2.22060
H 0.17909 2.04255 3.07711
H 3.15942 -4.03591 -0.07097
H 2.73234 -3.39274 3.52779
H 4.62264 -3.24359 0.47561
H 3.35978 -1.38789 1.49474
H -1.73184 4.66788 -1.61531
H -3.68801 2.45046 -3.39054
H 1.47411 -3.16004 -1.70718
H -0.00711 3.67093 0.94232
H -3.25899 5.52098 -2.19729
H -1.76600 0.77792 3.11377
H 1.83365 2.79188 -0.92295
H -2.01655 -1.81695 2.75768
H -2.44771 2.14783 -4.56391
H 2.93505 0.55370 -0.07278
H -0.47582 3.23476 -4.40251
H -0.72381 4.96178 -4.86686
H -3.80575 3.24070 -5.01441
H -3.18610 3.76027 -1.66071
H -0.11889 -2.33653 -1.75661
H -2.78439 -0.03963 -1.11283
H -0.03921 -4.12115 -1.74864
H 1.25218 -3.77009 4.40865
H -2.53843 2.00007 0.72313
H 1.32454 -1.42262 3.41373
H 3.51817 -3.91723 1.66220
H 1.49812 -4.44597 2.78978
H 2.18132 0.21140 2.56193
H -2.40063 -2.31235 0.08586
H -0.22716 4.44794 -3.19911
H 2.99355 -1.51892 -0.22391
H -0.12652 -2.35534 3.07240
H 0.88579 -4.18838 0.55920
H -0.71344 -3.36611 0.50381
*
```

Properties
LUMO energy (spin up / spin down)	-8.60 / -8.60	eV
Kohn-Sham gap (spin up / spin down)	3.87 / 5.90	eV

=====

(6)
The following is a DFT calculation (wB97M-V/def2-TZVPD) of a molecular structure, C20H34N2O6PtSeSi2Te.

```
! RIJCOSX wB97M-V def2-TZVPD def2/J DEFGRID3
* xyz 0 1
Pt 1.25622 -1.14192 0.50566
Te -1.03166 -2.02664 1.32284
Se 1.61989 -3.59179 -1.39646
Si -2.20516 -0.46821 -1.63842
Si -3.66945 -1.32073 3.31015
O 2.66868 5.66037 0.00727
O 2.35380 -5.00220 -1.49182
O 5.68522 1.42681 -3.93160
O 2.65642 -2.35760 -2.05011
O 1.53745 -3.13947 0.23164
O 0.20009 -3.39404 -2.11347
N 3.03172 -0.73413 -0.33499
N 1.24693 0.87126 0.64792
C 1.40305 3.64003 0.56385
C 4.09067 0.97047 -1.64083
C -2.17521 -0.58329 2.41858
C -4.60244 0.09353 4.10556
C -3.46320 -0.96364 -2.93508
C 1.45393 5.14740 0.50502
C -2.80812 1.08923 -0.77284
C -2.16800 -1.95581 -0.47291
C 0.41718 2.99901 1.31500
C 4.80304 -1.31948 -1.88455
C 3.15915 0.56018 -0.74509
C 3.65404 -1.77507 -1.06859
C 2.22364 1.47366 -0.06890
C -0.56930 -0.11300 -2.45199
C 0.37279 1.62720 1.32797
C -4.77206 -2.20330 2.08178
C 2.30892 2.86058 -0.12411
C 6.14002 0.43283 -3.02016
C -3.07605 -2.51426 4.61787
C 4.97796 -0.02120 -2.18304
H -4.28039 -3.08238 1.65988
H -0.37596 1.08943 1.88655
H -5.68813 -2.54872 2.56592
H 3.90543 -2.60581 -0.40930
H -5.47819 -0.27316 4.64526
H 6.91284 0.84939 -2.36226
H -5.06225 -1.54407 1.26027
H 1.21570 5.55533 1.49295
H -2.47667 0.20222 1.72386
H 5.46016 -2.08256 -2.28124
H -3.14106 -1.87365 -3.44576
H 4.18316 2.00039 -1.94652
H 0.16539 0.27980 -1.74838
H -2.99016 1.85772 -1.52895
H -3.58013 -0.18162 -3.68860
H -0.30948 3.56177 1.88642
H -4.94844 0.81170 3.35898
H -2.41914 -2.02093 5.33756
H 3.35697 5.54073 0.66976
H 6.43988 1.75404 -4.42857
H -1.74684 -2.78082 -1.05517
H -3.97304 0.62882 4.81983
H -3.18129 -2.23565 -0.18552
H 6.56721 -0.42368 -3.54891
H -3.92384 -2.92414 5.17094
H -2.05466 1.48812 -0.08880
H 3.09072 3.32658 -0.70455
H -4.44424 -1.15466 -2.49422
H -2.52808 -3.35034 4.17860
H -1.49435 -0.14653 3.15313
H -0.14192 -1.01508 -2.89223
H 0.67626 5.49366 -0.17903
H -3.73926 0.94395 -0.22035
H -0.71636 0.63338 -3.23770
*
```

Properties
LUMO energy (spin up / spin down)	-0.49 / -0.49	eV
Kohn-Sham gap (spin up / spin down)	6.98 / 6.98	eV